Record 1
Formula: C5H6O3
Source: OMol25
Level of theory: ωB97M-V/def2-TZVPD

Output
2S+1   1
Total charge   0
SMILES string   C=COC(=O)OC=C
E   -11420.6099 eV
HOMO level   -9.49 eV

```
14
Properties=species:S:1:pos:R:3:forces:R:3
C 1.783 0.872 -2.274 -0.1 0.7 -1.7
C 0.480 0.581 -2.350 -1.6 2.5 -1.2
O -0.462 0.132 -1.435 -3.1 -1.1 1.4
C -0.459 -0.083 -0.015 -2.7 1.3 -4.9
O 0.590 -0.109 0.433 4.4 -0.3 3.1
O -1.707 -0.185 0.610 3.5 -0.1 -1.1
C -1.557 -0.574 1.972 0.8 -2.6 2.6
C -0.416 -0.880 2.772 -4.1 1.9 -3.8
H 2.293 1.509 -3.120 -1.3 -1.7 1.7
H 2.390 0.519 -1.475 0.4 0.0 0.6
H -0.224 1.000 -3.218 2.0 -1.1 1.7
H -2.557 -0.981 2.190 0.3 0.9 0.6
H 0.388 -0.707 2.067 1.1 -0.2 1.9
H -0.541 -1.094 3.840 0.2 -0.2 -0.8
```
Forces are in eV/Å.

Here are the Löwdin charges for atoms 1 to 5, given in e: 0.01 -0.21 -0.01 -0.47 0.18


Record 2
Formula: C20H18ClN3O3S
Source: OMol25
Level of theory: ωB97M-V/def2-TZVPD

Output
2S+1   1
Total charge   0
SMILES string   Cc1ccc(NS(=O)(=O)c2cc(C(=O)NCc3ccccn3)ccc2Cl)cc1
E   -55003.0279 eV
HOMO level   -8.61 eV

```
46
Properties=species:S:1:pos:R:3:forces:R:3
C 2.092 -1.818 3.904 0.0 0.0 0.0
C 1.968 -0.762 2.849 0.0 0.0 0.0
C 0.740 -0.204 2.526 0.1 0.0 0.0
C 0.630 0.758 1.538 0.1 0.2 -0.2
C 1.763 1.190 0.861 0.2 -0.4 0.7
N 1.680 2.133 -0.173 0.2 0.2 -0.8
S 2.419 1.733 -1.630 -0.3 0.2 -0.1
O 3.819 1.980 -1.544 -0.1 -0.2 0.3
O 1.664 2.411 -2.640 -0.3 0.0 0.0
C 2.045 -0.032 -1.714 0.3 0.5 -0.1
C 0.694 -0.311 -1.643 -0.2 -0.4 -0.1
C 0.245 -1.621 -1.546 0.3 0.2 0.1
C -1.206 -1.903 -1.312 0.2 0.0 -0.2
O -1.580 -2.789 -0.571 0.0 -0.2 0.2
N -2.049 -1.092 -1.994 -0.3 0.2 -0.3
C -3.401 -0.874 -1.548 0.0 -0.2 0.0
C -3.533 0.481 -0.892 -0.1 0.1 0.1
C -4.709 0.863 -0.255 0.1 0.1 0.0
C -4.773 2.117 0.325 0.1 -0.1 -0.1
C -3.665 2.950 0.247 0.0 0.0 0.0
C -2.544 2.479 -0.414 -0.1 0.3 0.2
N -2.474 1.279 -0.965 0.1 -0.2 -0.2
C 1.181 -2.653 -1.521 -0.1 0.1 0.0
C 2.529 -2.381 -1.632 0.0 0.2 0.0
C 2.971 -1.062 -1.722 -0.3 0.0 0.0
Cl 4.647 -0.736 -1.829 0.5 -0.4 0.0
C 3.003 0.649 1.185 -0.1 0.1 0.1
C 3.096 -0.318 2.165 -0.2 0.0 0.0
H 2.517 -2.727 3.481 0.0 -0.1 0.0
H 2.753 -1.482 4.702 0.0 0.0 0.1
H 1.122 -2.055 4.333 0.0 -0.1 0.1
H -0.151 -0.533 3.042 -0.1 0.0 0.1
H -0.337 1.172 1.287 -0.1 0.0 -0.1
H 0.752 2.496 -0.330 -0.1 0.0 -0.2
H 0.006 0.522 -1.628 -0.2 0.0 0.1
H -1.655 -0.328 -2.522 0.1 -0.1 0.1
H -4.095 -0.941 -2.394 0.0 0.0 0.1
H -3.643 -1.667 -0.835 0.0 0.1 -0.1
H -5.549 0.187 -0.218 -0.1 -0.1 0.0
H -5.670 2.443 0.831 -0.1 0.0 0.0
H -3.674 3.936 0.684 0.0 0.1 0.0
H -1.656 3.092 -0.517 0.0 0.1 0.0
H 0.831 -3.668 -1.410 0.0 -0.1 0.0
H 3.257 -3.177 -1.630 0.1 -0.1 0.0
H 3.877 0.997 0.658 0.2 0.0 0.0
H 4.062 -0.737 2.407 0.1 0.0 0.0
```
Forces are in eV/Å.

Here are the Löwdin charges for atoms 1 to 5, given in e: -0.05 -0.28 -0.03 -0.02 -0.32


Question: total charge of number 2 (C20H18ClN3O3S)?
Answer: 0